(1)
{"formula": "C2HClO4", "method": "ωB97M-V/def2-TZVPD", "species": ["O", "C", "O", "Cl", "H", "O", "C", "O"], "xyz": [[0.046, 1.428, -1.345], [0.509, 0.902, -0.409], [1.230, -0.181, -0.400], [0.325, 1.790, 1.128], [2.048, -0.013, 0.164], [-0.848, -2.302, 0.265], [-1.387, -1.319, 0.243], [-1.922, -0.305, 0.355]], "total_charge": 0, "e_tot_ev": -22803.1031, "smiles": "O=C(O)Cl.O=C=O", "relative_energy_kj_mol": 48.6, "homo_energy_ev": -11.2, "spin_multiplicity": 1, "gap_ev": 11.39}

***

(2)
{"formula": "CCl2N2O2", "method": "ωB97M-V/def2-TZVPD", "species": ["C", "N", "N", "O", "O", "Cl", "Cl"], "xyz": [[1.133, -0.433, -1.380], [-0.912, 0.530, -0.286], [-1.387, 0.023, 0.665], [-2.152, -0.534, 1.349], [0.006, 0.169, 0.830], [1.622, -1.931, -0.908], [2.376, 0.430, -2.234]], "total_charge": 0, "e_tot_ev": -33146.8378, "relative_energy_kj_mol": 800.2, "homo_energy_ev": -9.4, "spin_multiplicity": 1, "gap_ev": 8.42}

***

(3)
{"formula": "C6H10", "method": "ωB97M-V/def2-TZVPD", "species": ["C", "C", "C", "C", "C", "C", "H", "H", "H", "H", "H", "H", "H", "H", "H", "H"], "xyz": [[-1.515, 1.545, -0.574], [-0.289, 1.056, -0.744], [0.278, -0.091, 0.034], [1.692, 0.178, 0.577], [-0.755, -0.963, 0.722], [0.056, -1.526, -0.398], [-2.182, 1.135, 0.179], [-1.898, 2.370, -1.164], [0.386, 1.549, -1.446], [2.402, -0.567, 0.199], [2.064, 1.148, 0.226], [1.763, 0.181, 1.668], [-0.628, -1.300, 1.745], [-1.794, -0.776, 0.461], [-0.424, -1.759, -1.344], [0.854, -2.206, -0.106]], "total_charge": 0, "e_tot_ev": -6382.4924, "smiles": "C=CC1(C)CC1", "relative_energy_kj_mol": 131.9, "homo_energy_ev": -9.2, "spin_multiplicity": 1, "gap_ev": 10.35}

***

(4)
{"formula": "C3H3NO2S", "method": "ωB97M-V/def2-TZVPD", "species": ["O", "C", "C", "C", "O", "N", "S", "H", "H", "H"], "xyz": [[-0.517, 1.880, -0.155], [0.498, 1.229, 0.125], [0.493, -0.194, -0.105], [1.874, -0.839, -0.029], [2.925, -0.183, 0.045], [-0.562, -0.957, -0.153], [-2.130, -0.524, 0.102], [1.524, 1.563, 0.703], [2.012, -2.021, -0.069], [-1.960, 0.792, -0.256]], "total_charge": 0, "e_tot_ev": -19577.2621, "smiles": "O=CC(C=O)=NS", "relative_energy_kj_mol": 339.1, "homo_energy_ev": -9.7, "spin_multiplicity": 1, "gap_ev": 8.26}

***

(5)
{"formula": "C2H4FP", "method": "ωB97M-V/def2-TZVPD", "species": ["C", "C", "F", "P", "H", "H", "H", "H"], "xyz": [[0.021, 0.675, 0.164], [-0.256, -0.764, 0.287], [-0.953, 1.572, 0.615], [2.521, 1.327, 0.154], [0.512, -1.410, -0.153], [-1.283, -1.069, -0.068], [-0.484, -1.171, 1.313], [2.239, 2.690, -0.192]], "total_charge": 0, "e_tot_ev": -14139.4930, "relative_energy_kj_mol": 470.3, "homo_energy_ev": [-7.7, -9.1], "spin_multiplicity": 1, "gap_ev": [6.40, 8.49]}

***

(6)
{"formula": "C46H55As2N3PbSSe3Si2Te2", "method": "ωB97M-V/def2-TZVPD", "species": ["Pb", "Se", "Se", "Te", "Se", "N", "C", "C", "C", "C", "C", "C", "S", "N", "C", "C", "C", "C", "C", "C", "N", "H", "H", "H", "H", "H", "H", "H", "H", "H", "C", "C", "As", "C", "C", "C", "C", "C", "C", "C", "C", "C", "C", "C", "C", "As", "C", "C", "C", "C", "C", "C", "C", "C", "C", "C", "C", "C", "H", "H", "H", "H", "H", "H", "H", "H", "H", "H", "H", "H", "H", "H", "H", "H", "H", "H", "H", "H", "H", "H", "H", "H", "C", "Si", "C", "C", "C", "Te", "C", "Si", "C", "C", "C", "H", "H", "H", "H", "H", "H", "H", "H", "H", "H", "H", "H", "H", "H", "H", "H", "H", "H", "H", "H", "H", "H"], "xyz": [[-0.810, 0.206, -0.269], [-3.114, 1.755, -0.254], [-3.470, 2.231, -2.522], [-1.250, 3.164, -3.206], [0.191, 1.167, -2.702], [-1.074, 3.173, 3.237], [-1.717, 4.264, 2.623], [-2.710, 4.950, 3.302], [-3.346, 6.027, 2.703], [-3.008, 6.405, 1.418], [-2.039, 5.701, 0.717], [-1.385, 4.648, 1.327], [-0.134, 3.725, 0.469], [-0.210, 2.247, 1.262], [-0.576, 2.139, 2.487], [-0.343, 0.859, 3.176], [0.219, 0.869, 4.453], [0.563, -0.335, 5.039], [0.328, -1.512, 4.339], [-0.247, -1.423, 3.084], [-0.587, -0.272, 2.517], [-1.451, 2.929, 4.141], [-2.978, 4.648, 4.304], [-4.113, 6.558, 3.245], [-3.502, 7.245, 0.956], [-1.790, 5.969, -0.298], [0.425, 1.808, 4.941], [1.015, -0.355, 6.018], [0.576, -2.474, 4.760], [-0.476, -2.307, 2.504], [2.892, -1.980, -1.628], [3.247, -0.930, -0.586], [2.296, -1.262, 1.112], [3.616, -2.432, 2.003], [4.950, -2.079, 2.180], [5.827, -2.919, 2.840], [5.386, -4.137, 3.330], [4.060, -4.499, 3.170], [3.182, -3.652, 2.516], [2.785, 0.403, 2.016], [3.202, 0.404, 3.344], [3.492, 1.590, 3.994], [3.350, 2.799, 3.333], [2.914, 2.813, 2.019], [2.628, 1.625, 1.372], [0.938, -2.302, -1.702], [0.710, -4.018, -0.753], [1.713, -4.893, -0.361], [1.408, -6.100, 0.247], [0.089, -6.452, 0.474], [-0.925, -5.580, 0.111], [-0.614, -4.378, -0.497], [0.931, -3.043, -3.524], [1.756, -4.092, -3.911], [1.770, -4.522, -5.225], [0.955, -3.914, -6.166], [0.138, -2.863, -5.789], [0.126, -2.430, -4.475], [3.418, -2.916, -1.423], [3.208, -1.644, -2.622], [2.926, 0.048, -0.957], [4.331, -0.878, -0.424], [5.308, -1.124, 1.810], [6.859, -2.626, 2.981], [6.077, -4.800, 3.829], [3.712, -5.442, 3.567], [2.143, -3.941, 2.392], [3.297, -0.545, 3.865], [3.840, 1.577, 5.018], [3.598, 3.722, 3.834], [2.786, 3.753, 1.503], [2.272, 1.656, 0.349], [2.756, -4.646, -0.522], [2.205, -6.771, 0.536], [-0.149, -7.399, 0.936], [-1.956, -5.850, 0.300], [-1.407, -3.696, -0.793], [2.393, -4.579, -3.180], [2.422, -5.334, -5.515], [0.970, -4.255, -7.191], [-0.491, -2.373, -6.517], [-0.499, -1.596, -4.179], [-5.888, -1.484, 3.910], [-4.338, -2.588, 4.073], [-4.744, -4.264, 4.892], [-3.100, -1.638, 5.179], [-3.497, -2.927, 2.404], [-3.194, -1.053, 1.320], [-5.054, -1.267, 0.214], [-4.950, -2.318, -1.379], [-3.474, -1.796, -2.468], [-4.786, -4.156, -0.878], [-6.594, -2.075, -2.317], [-6.250, -1.179, 4.888], [-6.709, -1.982, 3.402], [-5.656, -0.580, 3.350], [-5.124, -4.128, 5.899], [-3.855, -4.883, 4.954], [-5.487, -4.820, 4.330], [-3.548, -1.360, 6.128], [-2.771, -0.724, 4.691], [-2.222, -2.238, 5.399], [-4.084, -3.579, 1.769], [-2.527, -3.397, 2.542], [-5.357, -0.252, -0.037], [-5.787, -1.665, 0.912], [-2.514, -1.947, -1.970], [-3.546, -0.741, -2.722], [-3.449, -2.353, -3.401], [-3.869, -4.345, -0.330], [-4.784, -4.797, -1.752], [-5.620, -4.458, -0.251], [-6.712, -1.046, -2.639], [-7.448, -2.325, -1.694], [-6.636, -2.705, -3.199]], "total_charge": 0, "e_tot_ev": -417209.2130, "relative_energy_kj_mol": 63.4, "homo_energy_ev": -6.4, "spin_multiplicity": 1, "gap_ev": 6.07}

***

(7)
{"formula": "C15H19F7IN3O4PS3", "method": "ωB97M-V/def2-TZVPD", "species": ["H", "N", "C", "C", "C", "C", "C", "C", "C", "I", "C", "P", "S", "C", "S", "C", "O", "O", "N", "C", "N", "C", "S", "O", "O", "C", "F", "F", "C", "F", "F", "C", "F", "F", "F", "H", "H", "H", "H", "H", "H", "H", "H", "H", "H", "H", "H", "H", "H", "H", "H", "H", "H"], "xyz": [[1.007, -4.941, 0.310], [1.462, -4.030, 0.278], [0.949, -3.314, -0.619], [1.499, -1.916, -0.828], [0.493, -0.851, -0.415], [-0.663, -0.710, -1.239], [-0.836, -1.561, -2.461], [-1.938, -2.679, -2.395], [-2.524, -3.006, -1.022], [-4.321, -4.156, -1.321], [-1.637, 0.252, -0.892], [-3.193, 0.379, -1.916], [-4.727, -0.182, -0.864], [-1.416, 1.048, 0.239], [-2.565, 2.431, 0.675], [-3.573, 1.862, 2.022], [-3.413, 2.734, -0.433], [-1.741, 3.542, 1.065], [-0.337, 0.881, 1.029], [-0.175, 1.686, 2.276], [0.840, 2.700, 2.100], [0.630, -0.027, 0.713], [2.148, -0.249, 1.731], [2.294, -1.655, 1.920], [2.182, 0.489, 2.952], [3.636, 0.405, 0.766], [4.646, -0.081, 1.457], [3.655, -0.077, -0.483], [3.694, 1.942, 0.633], [2.567, 2.277, -0.036], [3.769, 2.556, 1.792], [4.909, 2.410, -0.260], [5.929, 1.581, -0.162], [4.525, 2.448, -1.530], [5.273, 3.619, 0.101], [0.150, -3.683, -1.255], [2.430, -1.904, -0.294], [1.734, -1.754, -1.875], [0.080, -2.032, -2.774], [-1.096, -0.878, -3.266], [-1.471, -3.592, -2.751], [-2.747, -2.489, -3.091], [-2.851, -2.150, -0.447], [-1.900, -3.663, -0.433], [-3.024, -0.370, -3.080], [-3.251, 1.709, -2.338], [-3.601, 0.778, 2.068], [-3.201, 2.279, 2.951], [-4.556, 2.262, 1.802], [0.062, 0.972, 3.058], [-1.105, 2.133, 2.591], [0.671, 3.131, 1.195], [0.628, 3.445, 2.757]], "total_charge": 1, "e_tot_ev": -97430.1356, "smiles": "[H]/N=C/Cc1c(CCCI)c([PH2]=S)c(S(C)(=O)=O)[n+](CN)c1S(=O)(=O)C(F)(F)C(F)(F)C(F)(F)F", "relative_energy_kj_mol": 0.0, "homo_energy_ev": -11.8, "spin_multiplicity": 1, "gap_ev": 6.41}

***

(8)
{"formula": "C4H6N2O", "method": "ωB97M-V/def2-TZVPD", "species": ["H", "N", "C", "C", "N", "C", "C", "O", "H", "H", "H", "H", "H"], "xyz": [[0.525, -3.037, -0.719], [0.582, -2.079, -0.371], [-0.530, -1.487, -0.534], [-0.735, -0.071, -0.121], [-2.063, 0.382, -0.230], [0.296, 0.670, 0.226], [1.406, 1.351, 0.315], [2.161, 1.466, 1.451], [-1.418, -1.965, -0.973], [-2.757, -0.267, 0.121], [-2.199, 1.302, 0.168], [1.760, 1.917, -0.548], [3.036, 1.775, 1.187]], "total_charge": 0, "e_tot_ev": -9270.4639, "smiles": "[H]/N=C/C(N)=C=CO", "relative_energy_kj_mol": 293.1, "homo_energy_ev": -8.5, "spin_multiplicity": 1, "gap_ev": 9.12}

***

(9)
{"formula": "C3H2FP", "method": "ωB97M-V/def2-TZVPD", "species": ["C", "C", "C", "F", "P", "H", "H"], "xyz": [[-0.876, -0.204, 0.609], [-0.407, 0.014, 1.693], [0.940, -0.161, -1.548], [0.210, 0.306, 2.795], [0.566, 0.976, -2.552], [-1.223, -0.322, -0.406], [0.791, -0.610, -0.592]], "total_charge": 0, "e_tot_ev": -15140.9061, "s2": 2.007, "relative_energy_kj_mol": 0.0, "homo_energy_ev": [-6.8, -10.3], "spin_multiplicity": 3, "gap_ev": [6.99, 7.43]}

***

(10)
{"formula": "C30H52CrN2O3Si4", "method": "ωB97M-V/def2-TZVPD", "species": ["Cr", "C", "C", "C", "C", "C", "C", "C", "C", "C", "C", "H", "H", "H", "H", "H", "H", "H", "H", "H", "H", "H", "H", "H", "H", "H", "O", "C", "C", "C", "C", "C", "C", "C", "N", "C", "C", "N", "H", "H", "H", "H", "H", "H", "H", "C", "C", "O", "O", "H", "H", "H", "C", "Si", "C", "C", "Si", "Si", "C", "C", "C", "Si", "C", "C", "C", "H", "H", "H", "H", "H", "H", "H", "H", "H", "H", "H", "H", "H", "H", "H", "H", "H", "H", "H", "H", "H", "H", "H", "H", "H", "H", "H"], "xyz": [[-0.817, -0.185, 0.631], [-1.872, 0.090, 3.205], [-1.680, -1.288, 2.840], [-0.462, -1.700, 3.437], [0.109, -0.609, 4.103], [-0.759, 0.499, 3.955], [-0.552, 1.866, 4.546], [1.441, -0.607, 4.809], [0.115, -3.083, 3.378], [-2.771, -2.255, 2.451], [-3.131, 0.900, 3.051], [-1.172, 2.615, 4.044], [0.492, 2.202, 4.458], [-0.801, 1.903, 5.617], [2.149, -1.294, 4.331], [1.364, -0.903, 5.865], [1.905, 0.388, 4.792], [1.122, -3.090, 2.946], [-0.503, -3.741, 2.761], [0.191, -3.542, 4.374], [-2.457, -2.963, 1.678], [-3.648, -1.734, 2.065], [-3.100, -2.846, 3.319], [-3.040, 1.730, 2.344], [-3.437, 1.324, 4.016], [-3.960, 0.298, 2.680], [0.986, -1.032, 0.930], [2.116, -0.686, 1.386], [3.159, -1.657, 1.524], [4.411, -1.319, 1.951], [4.729, 0.008, 2.271], [3.740, 0.965, 2.152], [2.454, 0.659, 1.737], [1.441, 1.722, 1.670], [0.237, 1.621, 1.215], [-0.358, 2.866, 1.362], [0.519, 3.723, 1.924], [1.694, 3.004, 2.067], [2.922, -2.678, 1.253], [5.172, -2.090, 2.024], [5.724, 0.282, 2.594], [3.993, 2.001, 2.362], [-1.377, 3.041, 1.053], [0.448, 4.769, 2.171], [2.333, 3.173, 2.825], [-4.754, -1.214, -0.623], [-3.889, -0.065, -0.138], [-4.401, 1.048, -0.003], [-2.659, -0.371, 0.015], [-5.798, -1.014, -0.386], [-4.432, -2.163, -0.193], [-4.645, -1.279, -1.711], [0.383, -2.240, -4.689], [-0.141, -1.981, -2.883], [-1.893, -2.685, -2.810], [0.919, -3.196, -1.895], [-0.061, 0.077, -1.810], [-1.341, 1.473, -3.199], [-0.954, 1.679, -5.049], [-3.163, 1.004, -3.238], [-1.291, 3.231, -2.496], [2.124, 0.718, -2.384], [3.442, -0.501, -1.787], [2.567, 0.908, -4.218], [2.614, 2.403, -1.666], [0.177, -3.274, -4.994], [1.454, -2.054, -4.822], [-0.157, -1.565, -5.366], [-1.918, -3.719, -3.176], [-2.592, -2.087, -3.409], [-2.256, -2.666, -1.775], [0.654, -4.239, -2.114], [0.781, -3.011, -0.822], [1.986, -3.058, -2.110], [-0.880, 0.702, -5.544], [-0.017, 2.205, -5.226], [-1.760, 2.250, -5.529], [-3.299, -0.005, -3.650], [-3.722, 1.707, -3.868], [-3.601, 1.020, -2.236], [-0.270, 3.522, -2.220], [-1.899, 3.276, -1.584], [-1.683, 3.969, -3.208], [3.526, -1.343, -2.483], [3.210, -0.911, -0.798], [4.418, -0.004, -1.727], [2.298, 0.018, -4.794], [3.649, 1.072, -4.320], [2.055, 1.757, -4.669], [2.298, 2.506, -0.621], [2.147, 3.215, -2.234], [3.702, 2.533, -1.707]], "total_charge": -2, "e_tot_ev": -101014.2568, "s2": 6.021, "relative_energy_kj_mol": 31.9, "homo_energy_ev": [-0.6, -0.8], "spin_multiplicity": 5, "gap_ev": [5.22, 5.42]}

***

(11)
{"formula": "C3H5N3O", "method": "ωB97M-V/def2-TZVPD", "species": ["C", "C", "C", "N", "N", "N", "O", "H", "H", "H", "H", "H"], "xyz": [[-0.296, 1.531, -0.038], [-1.416, -0.521, -0.054], [0.879, -0.390, 0.323], [0.862, 0.996, 0.011], [-1.433, 0.867, 0.055], [1.863, -1.235, -0.128], [-2.384, -1.209, -0.252], [-0.367, 2.685, -0.183], [0.571, -0.598, 1.368], [-2.206, 1.348, -0.437], [1.754, -1.461, -1.133], [2.172, -2.015, 0.468]], "total_charge": 0, "e_tot_ev": -9707.4397, "relative_energy_kj_mol": 303.4, "homo_energy_ev": [-7.6, -7.6], "spin_multiplicity": 1, "gap_ev": [8.21, 8.22]}

***

(12)
{"formula": "C24H19NO5", "method": "ωB97M-V/def2-TZVPD", "species": ["C", "H", "H", "H", "O", "C", "O", "C", "C", "C", "C", "C", "C", "N", "C", "O", "C", "C", "C", "C", "O", "C", "H", "H", "O", "C", "C", "C", "C", "C", "C", "C", "C", "C", "C", "H", "H", "H", "H", "H", "H", "H", "H", "H", "H", "H", "H", "H", "H"], "xyz": [[3.234, 3.511, 2.041], [3.911, 4.405, 2.138], [2.386, 3.844, 1.461], [3.046, 2.946, 2.864], [3.996, 2.536, 0.934], [3.408, 1.429, 0.820], [2.301, 1.017, 1.379], [4.307, 0.764, -0.260], [5.497, 1.311, -0.637], [6.432, 0.550, -1.395], [5.963, -0.462, -1.825], [4.717, -1.125, -1.564], [3.976, -0.719, -0.719], [2.766, -0.988, -0.173], [2.195, -2.311, -0.638], [2.644, -3.184, -1.080], [0.927, -2.653, 0.174], [0.028, -3.640, 0.176], [-0.955, -3.142, 0.808], [-0.877, -1.926, 1.441], [0.286, -1.520, 0.781], [-1.779, -0.946, 2.323], [-2.381, -1.491, 2.834], [-1.049, -0.432, 2.996], [-2.309, 0.130, 1.165], [-3.319, -0.325, 0.644], [-4.049, -1.737, 0.658], [-5.162, -1.583, -0.169], [-5.758, -0.783, -0.822], [-4.997, 0.468, -0.895], [-5.484, 1.677, -1.824], [-4.882, 2.746, -1.918], [-3.677, 3.012, -0.984], [-3.254, 1.839, -0.231], [-3.911, 0.650, -0.165], [-2.311, 2.311, 0.437], [-3.180, 3.935, -1.203], [-5.218, 3.596, -2.147], [-6.394, 1.449, -2.363], [-6.671, -0.771, -1.450], [-5.611, -2.782, 0.052], [-3.859, -2.297, 1.514], [-2.002, -3.918, 1.103], [0.206, -4.647, -0.393], [2.097, -0.403, 0.333], [4.690, -2.261, -1.829], [6.758, -1.319, -2.462], [7.465, 0.884, -1.649], [5.853, 2.356, -0.282]], "total_charge": 0, "e_tot_ev": -36905.7667, "homo_energy_ev": -7.6, "spin_multiplicity": 1, "gap_ev": 7.86}